Density functional theory data (ωB97M-V with the def2-TZVPD basis set) for a 10-piece molecular cluster, C37H74O23S7 overall in a non-equilibrium geometry.

Output
SMILES: O=S1(=O)CCCC1.O=S1(=O)CCCC1.O=S1(=O)CCCC1.O=S1(=O)CCCC1.O=S1(=O)CCCC1.O=S1(=O)CCCC1.O=S1(=O)CCCC1.COC(=O)OC.COC(=O)OC.COC(=O)OC
Gap between HOMO and LUMO, Eh: 0.3751
F_max, eV Å⁻¹: 4.58
LUMO energy, eV: 0.295

```
! RIJCOSX wB97M-V def2-TZVPD def2/J DEFGRID3
* xyz 0 1
O 18.779 11.516 9.025
S 18.066 10.308 8.668
O 18.107 9.811 7.314
C 18.477 8.941 9.688
C 17.248 8.720 10.626
C 15.942 9.231 9.895
C 16.294 10.512 9.136
H 19.442 9.153 10.165
H 18.565 8.185 8.920
H 17.092 7.687 10.915
H 17.361 9.224 11.611
H 15.059 9.352 10.488
H 15.776 8.441 9.171
H 16.121 11.393 9.669
H 15.840 10.637 8.175
O 16.343 16.963 15.169
S 17.293 17.256 14.110
O 16.867 16.922 12.762
C 17.783 18.940 14.119
C 19.260 18.758 13.741
C 19.801 17.508 14.403
C 18.730 16.403 14.496
H 17.635 19.306 15.127
H 17.178 19.461 13.359
H 19.235 18.659 12.659
H 19.818 19.644 14.013
H 20.197 17.815 15.362
H 20.636 17.109 13.867
H 18.528 15.967 15.466
H 18.891 15.639 13.768
O 14.686 16.522 20.679
S 15.391 17.425 19.847
O 14.580 18.184 18.938
C 16.400 18.574 20.761
C 17.615 18.733 19.839
C 17.963 17.361 19.232
C 16.710 16.650 18.775
H 16.761 18.125 21.684
H 15.789 19.500 20.932
H 17.364 19.423 19.049
H 18.442 19.148 20.436
H 18.601 16.796 20.024
H 18.669 17.521 18.392
H 16.725 15.568 18.973
H 16.397 16.859 17.722
O 19.494 15.640 11.605
S 19.167 16.499 10.506
O 19.017 17.895 10.706
C 20.001 16.150 8.913
C 19.326 14.832 8.348
C 17.913 14.640 9.002
C 17.505 15.893 9.833
H 21.084 16.047 8.985
H 19.662 16.909 8.287
H 19.304 14.863 7.253
H 19.903 13.953 8.644
H 17.998 13.796 9.717
H 17.190 14.273 8.278
H 16.826 15.752 10.669
H 17.216 16.773 9.155
O 19.313 12.607 18.306
S 19.014 12.953 16.981
O 17.931 13.849 16.687
C 20.460 13.528 16.024
C 20.581 12.649 14.787
C 20.148 11.208 15.247
C 18.822 11.452 16.028
H 21.336 13.386 16.631
H 20.351 14.614 15.888
H 19.858 12.985 14.050
H 21.669 12.754 14.407
H 20.898 10.664 15.795
H 19.888 10.721 14.237
H 18.441 10.645 16.613
H 18.091 11.654 15.311
O 11.674 8.928 12.307
S 11.804 10.318 12.562
O 12.758 11.111 11.790
C 10.267 11.145 12.545
C 9.968 11.454 13.996
C 11.294 11.765 14.772
C 12.179 10.535 14.288
H 9.575 10.601 11.978
H 10.395 12.118 11.955
H 9.206 12.254 13.992
H 9.526 10.602 14.487
H 11.152 11.667 15.843
H 11.816 12.688 14.545
H 11.968 9.529 14.715
H 13.273 10.753 14.257
O 17.510 12.807 13.296
S 16.189 12.558 13.654
O 15.765 11.216 13.986
C 15.807 13.645 15.020
C 14.370 14.124 14.719
C 14.358 14.511 13.266
C 15.060 13.330 12.476
H 16.567 14.442 14.951
H 15.784 13.118 15.950
H 13.678 13.272 14.863
H 14.120 14.913 15.352
H 15.009 15.339 13.002
H 13.343 14.632 12.860
H 15.470 13.616 11.508
H 14.167 12.715 12.314
C 13.833 9.324 17.686
O 14.455 10.558 18.221
C 13.675 11.622 18.063
O 12.577 11.624 17.456
O 14.319 12.706 18.450
C 13.483 13.903 18.433
H 12.720 9.209 17.899
H 14.363 8.496 18.224
H 14.094 9.303 16.654
H 14.027 14.705 18.877
H 12.509 13.745 18.908
H 13.316 14.190 17.439
C 9.350 14.780 15.706
O 9.766 16.117 15.840
C 11.063 16.335 15.733
O 11.884 15.527 15.387
O 11.344 17.568 16.194
C 12.724 17.892 15.906
H 9.427 14.237 16.610
H 9.916 14.358 14.883
H 8.275 14.939 15.469
H 13.109 18.109 16.895
H 12.636 18.782 15.298
H 13.295 17.113 15.438
C 23.295 16.197 11.789
O 22.728 14.979 12.131
C 22.215 14.228 11.199
O 22.215 14.380 10.029
O 21.615 13.247 11.890
C 21.022 12.137 11.169
H 22.555 17.046 11.834
H 23.800 16.070 10.822
H 24.125 16.428 12.433
H 19.949 12.084 11.486
H 21.574 11.234 11.522
H 21.035 12.275 10.161
*
```

Results of the Mulliken charge analysis, in e, for atoms 1 through 6:
1 O -0.487
2 S 1.058
3 O -0.758
4 C -0.704
5 C -0.382
6 C -0.688

---

Density functional theory data (ωB97M-V with the def2-TZVPD basis set) for C37H75Br18O4PS3 as an isolated structure in a non-equilibrium geometry.

Output
Gap between HOMO and LUMO, Eh: 0.3082
F_max, eV Å⁻¹: 5.78
LUMO energy, eV: 0.075

```
! RIJCOSX wB97M-V def2-TZVPD def2/J DEFGRID3
* xyz 0 1
C 4.620 2.624 2.019
C 3.151 2.171 1.784
C 2.995 1.263 0.533
C 1.620 1.461 -0.120
C 1.592 2.587 -1.177
C 0.654 2.316 -2.371
C -0.687 3.067 -2.282
C -1.603 2.495 -1.188
C -2.422 3.556 -0.449
C -3.724 3.000 0.150
C -3.572 1.693 0.978
C -2.346 1.708 1.943
C -1.371 0.519 1.713
C -4.856 1.353 1.776
C -4.726 -0.086 2.312
C -4.728 -1.179 1.214
O -3.462 -1.803 1.073
C -3.231 -2.807 2.042
C -1.897 -3.477 1.672
P -6.485 1.379 0.785
S -7.973 2.178 1.747
O -5.029 2.188 2.930
S -4.832 3.767 2.668
O -3.670 4.168 3.415
O -5.983 4.466 3.131
C -4.431 4.153 0.945
S -5.904 4.851 0.117
H 5.240 2.200 1.226
H 5.004 2.277 2.977
H 4.670 3.713 1.948
H 2.832 1.591 2.652
H 2.483 3.027 1.664
H 3.803 1.449 -0.181
H 3.096 0.230 0.882
H 0.936 1.739 0.692
H 1.223 0.535 -0.547
H 1.404 3.574 -0.743
H 2.607 2.631 -1.589
H 1.158 2.730 -3.255
H 0.526 1.251 -2.576
H -0.423 4.095 -2.011
H -1.166 3.092 -3.263
H -0.942 2.041 -0.447
H -2.258 1.705 -1.596
H -2.707 4.399 -1.087
H -1.816 3.972 0.363
H -4.363 2.746 -0.701
H -3.382 0.889 0.261
H -2.657 1.609 2.984
H -1.769 2.630 1.891
H -1.224 0.287 0.661
H -1.756 -0.338 2.267
H -0.431 0.767 2.214
H -5.603 -0.244 2.949
H -3.844 -0.214 2.937
H -5.449 -1.952 1.507
H -4.988 -0.823 0.217
H -3.086 -2.362 3.036
H -4.036 -3.550 2.078
H -1.277 -3.662 2.548
H -1.365 -2.749 1.052
H -2.031 -4.362 1.048
H -6.869 0.059 0.483
H -6.353 2.048 -0.444
H -3.720 4.975 1.012
H -5.746 4.311 -1.106
Br 6.548 2.023 -1.488
C 6.928 3.925 -1.648
C 5.736 4.758 -1.263
Br 4.389 4.770 -2.666
H 7.255 4.097 -2.668
H 7.757 4.108 -0.968
H 6.025 5.799 -1.135
H 5.248 4.405 -0.360
Br 1.284 -3.464 3.133
C 1.975 -5.279 3.202
C 0.860 -6.296 3.090
Br -0.111 -6.437 4.784
H 2.545 -5.362 4.120
H 2.650 -5.362 2.353
H 1.277 -7.276 2.900
H 0.148 -6.041 2.319
Br 4.968 -3.109 4.377
C 6.161 -4.168 5.495
C 6.423 -5.529 4.907
Br 4.915 -6.732 5.168
H 5.710 -4.212 6.480
H 7.084 -3.595 5.545
H 7.257 -6.008 5.416
H 6.620 -5.498 3.841
Br 5.227 -2.830 -5.173
C 6.143 -1.873 -3.749
C 5.779 -2.427 -2.397
Br 4.005 -1.852 -1.838
H 5.889 -0.823 -3.859
H 7.204 -2.010 -3.945
H 6.457 -2.045 -1.636
H 5.780 -3.512 -2.369
Br -2.604 0.414 -3.386
C -1.812 -0.345 -4.997
C -1.224 -1.705 -4.733
Br 0.463 -1.581 -3.782
H -1.081 0.376 -5.351
H -2.626 -0.416 -5.716
H -0.989 -2.206 -5.671
H -1.873 -2.340 -4.137
Br 1.694 -4.770 -7.163
C 2.226 -3.552 -8.584
C 2.760 -2.261 -8.029
Br 1.343 -1.108 -7.372
H 1.358 -3.413 -9.222
H 3.001 -4.078 -9.138
H 3.257 -1.689 -8.809
H 3.435 -2.402 -7.193
Br -1.070 4.365 -6.023
C -2.807 5.116 -5.568
C -2.680 6.496 -4.976
Br -2.077 6.425 -3.129
H -3.288 4.411 -4.897
H -3.355 5.154 -6.507
H -3.651 6.985 -4.941
H -1.979 7.125 -5.513
Br -1.020 -8.088 3.142
C -1.576 -9.069 1.504
C -2.893 -9.775 1.694
Br -2.685 -11.396 2.754
H -0.769 -9.749 1.248
H -1.665 -8.304 0.732
H -3.297 -10.111 0.741
H -3.631 -9.161 2.200
Br -0.101 2.870 5.548
C -1.792 3.692 6.066
C -1.581 5.055 6.662
Br -0.920 4.950 8.493
H -2.283 3.002 6.744
H -2.366 3.764 5.146
H -2.527 5.588 6.730
H -0.868 5.654 6.105
*
```

Results of the Mulliken charge analysis, in e, for atoms 1 through 6:
1 C -1.035
2 C -0.342
3 C -0.545
4 C 0.038
5 C -0.110
6 C -0.705

---

Density functional theory data (ωB97M-V with the def2-TZVPD basis set) for a 12-piece molecular cluster, C37H76Cl22N2O4Si overall in a non-equilibrium geometry.

Output
SMILES: [H]/N=C(/C)C[Si@@](CCCN)(CCCCCCOC(C)=O)COO.ClCCCl.ClCCCl.ClCCCl.ClCCCl.ClCCCl.ClCCCl.ClCCCl.ClCCCl.ClCCCl.ClCCCl.ClCCCl
Gap between HOMO and LUMO, Eh: 0.3359
F_max, eV Å⁻¹: 1.81
LUMO energy, eV: 0.291

```
! RIJCOSX wB97M-V def2-TZVPD def2/J DEFGRID3
* xyz 0 1
H 2.152 -0.471 -6.005
N 3.138 -0.699 -5.846
C 3.325 -0.865 -4.608
C 4.718 -1.244 -4.164
C 2.273 -0.754 -3.521
Si 1.350 0.906 -3.474
C -0.497 0.568 -3.787
C -0.828 -0.012 -5.180
C -0.590 -1.522 -5.294
N -1.685 -2.234 -5.964
C 1.427 1.750 -1.789
C 2.843 1.792 -1.118
C 2.776 1.269 0.347
C 3.191 -0.214 0.436
C 2.064 -1.195 0.071
C 1.315 -1.773 1.277
O 0.875 -3.123 1.060
C 0.194 -3.343 -0.090
C -0.893 -2.397 -0.563
O 0.441 -4.315 -0.730
C 1.947 2.139 -4.780
O 3.342 2.369 -4.633
O 3.856 2.803 -5.869
H 4.633 -2.051 -3.431
H 5.244 -0.408 -3.703
H 5.275 -1.660 -4.997
H 1.610 -1.617 -3.574
H 2.803 -0.842 -2.568
H -0.772 -0.188 -3.041
H -1.072 1.465 -3.547
H -1.895 0.139 -5.354
H -0.310 0.552 -5.959
H 0.367 -1.739 -5.788
H -0.507 -1.929 -4.283
H -1.628 -3.198 -5.656
H -1.501 -2.296 -6.969
H 1.110 2.781 -1.947
H 0.677 1.300 -1.137
H 3.135 2.837 -1.063
H 3.555 1.213 -1.705
H 3.430 1.907 0.942
H 1.764 1.379 0.735
H 4.011 -0.360 -0.264
H 3.525 -0.422 1.455
H 2.524 -2.032 -0.461
H 1.356 -0.757 -0.631
H 0.465 -1.134 1.527
H 1.997 -1.759 2.123
H -0.765 -1.387 -0.179
H -1.864 -2.786 -0.267
H -0.862 -2.343 -1.646
H 1.670 1.869 -5.800
H 1.428 3.088 -4.578
H 4.443 2.073 -6.111
Cl -1.489 -5.750 -4.238
C -0.465 -6.440 -2.952
C -0.237 -7.916 -3.146
Cl -1.721 -8.875 -2.896
H -0.933 -6.222 -1.997
H 0.487 -5.914 -2.991
H 0.496 -8.271 -2.422
H 0.136 -8.122 -4.147
Cl 1.933 -5.577 -6.203
C 3.103 -6.408 -5.148
C 3.447 -7.789 -5.649
Cl 2.067 -8.911 -5.526
H 2.682 -6.444 -4.145
H 4.001 -5.793 -5.123
H 4.252 -8.206 -5.045
H 3.770 -7.769 -6.686
Cl -1.802 -0.575 2.777
C -1.342 -1.996 3.755
C -1.863 -1.903 5.165
Cl -1.064 -0.613 6.094
H -0.258 -2.080 3.733
H -1.763 -2.871 3.263
H -1.669 -2.838 5.691
H -2.934 -1.715 5.182
Cl 0.519 5.401 -1.095
C -1.243 5.686 -1.107
C -2.033 4.417 -0.918
Cl -1.909 3.306 -2.309
H -1.494 6.179 -2.043
H -1.456 6.371 -0.289
H -3.088 4.665 -0.803
H -1.708 3.873 -0.034
Cl -0.157 6.734 2.759
C -1.627 6.170 3.599
C -2.634 5.625 2.624
Cl -3.318 6.911 1.590
H -2.034 6.999 4.172
H -1.320 5.391 4.293
H -3.464 5.169 3.159
H -2.191 4.871 1.977
Cl -2.898 2.884 4.764
C -4.386 2.310 5.560
C -5.378 1.772 4.557
Cl -6.051 3.048 3.499
H -4.793 3.133 6.136
H -4.093 1.519 6.250
H -6.220 1.309 5.069
H -4.910 1.026 3.918
Cl -2.191 -3.277 8.734
C -0.696 -3.899 9.486
C 0.523 -3.114 9.072
Cl 0.923 -3.354 7.355
H -0.602 -4.949 9.221
H -0.830 -3.825 10.564
H 1.389 -3.444 9.642
H 0.388 -2.048 9.238
Cl -0.518 9.493 -0.464
C 1.026 8.946 0.240
C 2.198 9.754 -0.254
Cl 2.533 9.470 -1.981
H 1.142 7.890 0.007
H 0.935 9.051 1.320
H 3.094 9.469 0.295
H 2.033 10.820 -0.115
Cl -0.381 -5.137 -11.401
C -1.913 -4.964 -10.508
C -2.187 -3.534 -10.121
Cl -1.042 -2.943 -8.887
H -1.868 -5.611 -9.635
H -2.705 -5.323 -11.164
H -3.185 -3.453 -9.692
H -2.127 -2.869 -10.979
Cl 3.635 0.053 8.319
C 5.098 -0.958 8.428
C 4.799 -2.414 8.178
Cl 3.825 -3.130 9.486
H 5.540 -0.805 9.410
H 5.794 -0.593 7.675
H 5.729 -2.978 8.128
H 4.260 -2.556 7.245
Cl -4.957 5.797 7.965
C -6.703 6.109 7.774
C -7.523 4.862 7.978
Cl -7.257 3.681 6.671
H -6.861 6.531 6.784
H -6.977 6.856 8.516
H -8.583 5.112 7.975
H -7.287 4.379 8.923
*
```

Results of the Mulliken charge analysis, in e, for atoms 1 through 6:
1 H 0.288
2 N -0.789
3 C 0.453
4 C -1.496
5 C 0.661
6 Si -0.954

---

Q: Which value of LUMO energy does entry 1 give?
A: 0.295 eV